[1]
Here is C33H23F3I2N2O2PtSSb as an isolated structure from the OMol25 dataset. Energies are from ωB97M-V/def2-TZVPD.

```
68
Properties=species:S:1:pos:R:3
Pt 1.2274 -0.3962 -0.5998
O 1.4366 -0.4025 3.6455
S 1.8676 -1.0071 2.4198
O 1.0690 -2.0594 1.8424
N 2.0357 0.1380 1.2608
C 1.9350 1.5036 1.5259
C 2.2314 2.1671 2.6983
C 2.0806 3.5648 2.7885
C 1.6709 4.3197 1.7271
C 1.3613 3.6789 0.5093
C 0.9773 4.3609 -0.6612
C 0.7145 3.6635 -1.8097
C 0.7724 2.2689 -1.7851
N 1.1188 1.6059 -0.6988
C 1.4578 2.2713 0.4435
C 3.4979 -1.6617 2.6154
C 3.7349 -2.9965 2.3243
C 5.0206 -3.5020 2.4747
C 6.0451 -2.6762 2.9085
C 5.7945 -1.3393 3.2011
C 4.5178 -0.8272 3.0573
H 2.5546 1.6155 3.5654
H 2.3186 4.0466 3.7276
H 1.5902 5.3958 1.8003
H 0.9046 5.4413 -0.6413
H 0.4327 4.1602 -2.7265
H 0.5158 1.6755 -2.6532
H 2.9175 -3.6271 2.0016
H 5.2162 -4.5439 2.2591
H 7.0442 -3.0737 3.0269
H 6.5961 -0.6996 3.5445
H 4.3156 0.2110 3.2864
I 2.5860 -2.6136 -1.1865
I 1.2296 -3.5316 -3.2855
F -3.7439 0.0663 -6.8248
C -3.2090 -0.0913 -5.6101
C -4.0509 -0.1139 -4.5128
C -3.4932 -0.2767 -3.2549
C -2.1133 -0.4131 -3.1105
C -1.2923 -0.3883 -4.2361
C -1.8372 -0.2263 -5.5010
Sb -1.2422 -0.6255 -1.2181
C -2.1483 -2.3385 -0.4159
C -2.7536 -3.2398 -1.2895
C -3.3684 -4.3819 -0.8012
C -3.3575 -4.6012 0.5627
F -3.9516 -5.7002 1.0410
C -2.7491 -3.7347 1.4514
C -2.1333 -2.5989 0.9533
C -1.9797 1.0491 -0.1677
C -2.4017 2.1902 -0.8405
C -2.7110 3.3474 -0.1390
C -2.5775 3.3417 1.2356
F -2.8526 4.4645 1.9127
C -2.1606 2.2252 1.9368
C -1.8580 1.0772 1.2233
H -5.1177 -0.0064 -4.6539
H -4.1429 -0.2966 -2.3872
H -0.2188 -0.5081 -4.1313
H -1.2241 -0.2086 -6.3917
H -2.7606 -3.0546 -2.3572
H -3.8497 -5.0946 -1.4564
H -2.7525 -3.9597 2.5089
H -1.6199 -1.9444 1.6438
H -2.5032 2.1870 -1.9201
H -3.0507 4.2432 -0.6411
H -2.0673 2.2655 3.0135
H -1.4965 0.2151 1.7716
```

Values from the calculation:
HOMO-LUMO gap = 0.2142 hartree
E_HOMO = -10.571 eV
spin multiplicity = 1
LUMO level = -4.74 eV
net charge = +1

---

[2]
Here is C33H24BrN6O7Re as an isolated structure from the OMol25 dataset. Energies are from ωB97M-V/def2-TZVPD.

```
72
Properties=species:S:1:pos:R:3
Re 0.3888 -0.3898 -0.0950
O -0.8142 0.0995 3.6319
C -0.9998 0.4934 2.5192
O -0.0240 0.4756 1.5837
C -2.2553 1.2228 2.1000
C -1.9701 2.5678 1.3872
C -3.2447 3.4172 1.4120
C -4.1154 2.6766 0.3625
C -3.1584 1.5652 -0.0884
O -1.8700 2.1909 0.0059
C -3.0899 0.4818 1.0002
C -2.4690 -0.8222 0.5287
O -2.8099 -1.8903 0.9538
O -1.5471 -0.6751 -0.4346
H -2.8477 1.3553 3.0007
H -1.0551 3.0676 1.6981
H -3.6990 3.4572 2.4008
H -3.0267 4.4365 1.0979
H -5.0437 2.2837 0.7730
H -4.3657 3.3260 -0.4745
H -3.3081 1.1852 -1.0959
H -4.0720 0.2268 1.3917
C -1.0467 -0.6460 -4.1951
C -0.4942 -0.9839 -2.9731
N -0.0212 -0.0339 -2.1632
C -0.1236 1.2494 -2.5597
C -0.7157 1.5534 -3.7803
N -1.1710 0.6183 -4.5953
C 0.5073 2.1892 -1.6331
C 0.7247 3.5414 -1.8101
C 1.5059 4.2327 -0.8844
C 2.1402 3.4965 0.1207
C 1.8917 2.1433 0.2343
N 1.0017 1.5372 -0.5712
C 2.6488 1.1799 1.0405
C 3.6632 1.4893 1.9390
N 4.3808 0.5577 2.5401
C 4.0877 -0.7097 2.2554
C 3.0704 -1.0501 1.3836
N 2.3554 -0.1055 0.7676
C 1.7197 5.6919 -0.9970
C 1.8824 6.3024 -2.2345
C 2.0810 7.6749 -2.2778
N 2.1166 8.4438 -1.1948
C 1.9569 7.8554 -0.0136
C 1.7615 6.4907 0.1389
H -1.4084 -1.4192 -4.8596
H -0.4390 -2.0056 -2.6305
H -0.8232 2.5838 -4.0965
H 0.2859 4.0601 -2.6506
H 2.8598 3.9756 0.7693
H 3.8982 2.5199 2.1747
H 4.6717 -1.4804 2.7404
H 2.8243 -2.0820 1.1886
H 1.8860 5.7282 -3.1520
H 2.2218 8.1758 -3.2283
H 1.9832 8.5031 0.8546
H 1.6181 6.0720 1.1271
Br -0.0563 -7.4821 2.3965
C 0.6953 -6.4280 1.0284
C 1.4596 -7.0309 0.0378
C 2.0176 -6.2638 -0.9763
C 1.8145 -4.8958 -1.0048
C 1.0473 -4.3046 -0.0037
C 0.4794 -5.0632 1.0200
C 0.8221 -2.8631 -0.0045
O 1.2655 -2.0919 -0.9418
O 0.1908 -2.2568 0.9079
H 1.6154 -8.1007 0.0612
H 2.6104 -6.7430 -1.7430
H 2.2446 -4.2842 -1.7862
H -0.1242 -4.5840 1.7789
```

Values from the calculation:
HOMO-LUMO gap (spin up / spin down) = 0.2746 / 0.2562 hartree
E_HOMO (spin up / spin down) = -11.513 / -11.139 eV
spin multiplicity = 2
<S²> = 0.757
LUMO level (spin up / spin down) = -4.04 / -4.17 eV
net charge = +1

---

Quick rundown of ΔE to the lowest compared entry with this formula, charge and spin, same order as above: 28.6 0.0 kJ/mol
Quick rundown of calculated total energy, same order as above: -3183.841721 -4779.368718 a.u.